Entry 1:
Entry from the OMol25 dataset: one molecule with the formula C2H2N2 at a distorted geometry (the ωB97M-V functional and the def2-TZVPD basis).

Results
SMILES	C=C1N=N1
HOMO energy	-9.03	eV
E_LUMO	-0.1	eV
ΔE to the lowest compared entry with this formula, charge and spin	374.9	kJ/mol

Structure (XYZ):
```
6
Properties=species:S:1:pos:R:3:forces:R:3
C -0.14101 0.53037 0.67341 -0.62 2.43 1.64
C 0.27444 0.03865 -0.46075 -1.98 -1.88 1.29
N -0.15925 -1.54387 -1.11990 0.99 2.55 1.51
N 0.73141 -0.77815 -1.47291 0.73 -1.06 -2.25
H 0.03825 1.68413 0.84036 0.01 -2.42 -0.27
H -0.74384 0.06887 1.53979 0.87 0.38 -1.92
```
Forces are in eV/Å.

***

Entry 2:
Entry from the OMol25 dataset: a 2-piece molecular cluster, C2H2N2 overall at a distorted geometry (the ωB97M-V functional and the def2-TZVPD basis).

Results
SMILES	C#N.C#N
HOMO energy	-12.13	eV
E_LUMO	1.0	eV
ΔE to the lowest compared entry with this formula, charge and spin	70.0	kJ/mol

Structure (XYZ):
```
6
Properties=species:S:1:pos:R:3:forces:R:3
C -1.44707 -0.50993 -0.11318 5.34 -2.62 -2.22
N -0.44383 -0.99156 -0.52035 -4.10 1.88 1.51
H -2.34084 -0.11581 0.20761 -1.47 0.70 0.62
C 2.28563 0.40944 -0.21448 -0.59 6.22 -4.76
N 2.30286 -0.48285 0.44178 0.41 -4.23 3.30
H 2.15758 1.30394 -0.91668 0.41 -1.95 1.55
```
Forces are in eV/Å.

***

Entry 3:
Entry from the OMol25 dataset: one molecule with the formula C2H2N2O at a distorted geometry (the ωB97M-V functional and the def2-TZVPD basis).

Results
SMILES	[H]/N=C/OC#N
HOMO energy	-11.26	eV
E_LUMO	0.7	eV
ΔE to the lowest compared entry with this formula, charge and spin	196.1	kJ/mol

Structure (XYZ):
```
7
Properties=species:S:1:pos:R:3:forces:R:3
H -2.32509 0.41637 -0.70262 -0.37 -0.80 0.54
N -1.40266 0.69101 -0.43958 0.86 0.86 -0.51
C -0.56048 0.04221 0.18351 -2.10 -1.22 0.14
O 0.63994 0.60585 0.41013 2.64 2.38 -0.06
C 1.68644 -0.04738 0.02015 -0.92 -0.66 0.67
N 2.49839 -0.82174 -0.22075 0.72 0.03 -0.37
H -0.53654 -0.88632 0.74917 -0.85 -0.59 -0.40
```
Forces are in eV/Å.

***

Entry 4:
Entry from the OMol25 dataset: one molecule with the formula C2H2N2O at a distorted geometry (the ωB97M-V functional and the def2-TZVPD basis).

Results
SMILES	O=C1C=NN1
HOMO energy	-9.66	eV
E_LUMO	-0.5	eV
ΔE to the lowest compared entry with this formula, charge and spin	298.1	kJ/mol

Structure (XYZ):
```
7
Properties=species:S:1:pos:R:3:forces:R:3
O 1.70047 -0.84960 -0.53788 -0.29 1.06 0.13
C 0.70951 -0.29190 -0.16007 2.38 -0.19 -0.78
C -0.04096 1.10676 -0.13918 -3.40 -5.40 1.49
N -1.15565 0.39626 0.26974 4.08 3.22 -1.15
N -0.39433 -0.80292 0.37927 -3.62 -0.21 1.20
H 0.07373 2.03277 -0.56708 -0.02 2.05 -0.64
H -0.89276 -1.59137 0.75522 0.87 -0.53 -0.25
```
Forces are in eV/Å.

***

Entry 5:
Entry from the OMol25 dataset: C2H2N2O as an isolated structure at a distorted geometry (the ωB97M-V functional and the def2-TZVPD basis).

Results
HOMO energy	-10.85	eV
E_LUMO	0.0	eV
ΔE to the lowest compared entry with this formula, charge and spin	422.0	kJ/mol

Structure (XYZ):
```
7
Properties=species:S:1:pos:R:3:forces:R:3
C 2.02154 -1.68350 -0.00669 -0.16 -0.93 -0.02
C 2.29130 -0.35997 0.03509 0.82 1.55 -0.08
N 1.79159 -2.81008 -0.04463 -0.05 -0.11 0.01
N 2.75077 0.70906 -0.01290 -0.91 -1.44 0.17
O 3.11188 1.82508 -0.02502 0.45 0.89 -0.06
H -0.68577 0.20446 0.29494 0.76 -0.17 -1.04
H -0.21551 0.10078 -0.32134 -0.90 0.21 1.03
```
Forces are in eV/Å.

***

Entry 6:
Entry from the OMol25 dataset: one molecule with the formula C2H2N2O at a distorted geometry (the ωB97M-V functional and the def2-TZVPD basis).

Results
HOMO energy	-10.83	eV
E_LUMO	-0.8	eV
ΔE to the lowest compared entry with this formula, charge and spin	242.7	kJ/mol

Structure (XYZ):
```
7
Properties=species:S:1:pos:R:3:forces:R:3
O -1.38830 -0.13980 -0.34384 1.00 -0.26 1.82
C -0.34670 0.17079 -1.01321 0.28 -0.09 0.55
N 0.83714 0.21434 -0.42594 -0.06 0.02 -0.14
C 0.56490 -0.12236 0.86209 -0.28 -0.23 0.84
N -0.57481 -0.40503 1.34862 -1.29 0.54 -3.20
H -0.41851 0.40508 -2.08575 -0.21 -0.14 0.50
H 1.27106 -0.20683 1.69142 0.56 0.17 -0.37
```
Forces are in eV/Å.

***

Entry 7:
Entry from the OMol25 dataset: a 2-piece molecular cluster, C2H2N2O overall at a distorted geometry (the ωB97M-V functional and the def2-TZVPD basis).

Results
HOMO energy	-10.71	eV
E_LUMO	0.7	eV
ΔE to the lowest compared entry with this formula, charge and spin	171.8	kJ/mol

Structure (XYZ):
```
7
Properties=species:S:1:pos:R:3:forces:R:3
C -1.53663 -0.19224 0.80978 -0.86 1.39 3.22
C 1.88703 0.22971 0.03578 -1.62 0.32 -1.55
N -1.22036 -0.61153 -0.19938 -0.52 -1.84 -2.52
N 0.88798 0.68772 -0.46464 -0.12 3.32 -0.24
O 2.73635 -0.46655 0.31228 2.83 -1.66 1.58
H -1.40805 -1.16732 -1.00027 0.40 -0.05 -0.46
H 0.77330 1.72785 -0.44478 -0.11 -1.47 -0.03
```
Forces are in eV/Å.

***

Entry 8:
Entry from the OMol25 dataset: one molecule with the formula C2H2N2O at a distorted geometry (the ωB97M-V functional and the def2-TZVPD basis).

Results
SMILES	c1cnon1
HOMO energy	-11.18	eV
E_LUMO	0.6	eV
ΔE to the lowest compared entry with this formula, charge and spin	339.3	kJ/mol

Structure (XYZ):
```
7
Properties=species:S:1:pos:R:3:forces:R:3
C -0.36309 0.47322 -0.55411 2.69 -3.60 -7.35
C 0.48642 -0.53106 -0.13524 1.39 -2.07 0.96
N 0.60002 -0.48953 1.14195 -0.98 -1.08 0.78
O -0.31708 0.39535 1.55713 0.58 1.74 -1.52
N -0.83334 1.07399 0.36348 -3.43 3.55 6.32
H -0.36129 0.46457 -1.67248 -1.21 1.40 1.08
H 0.78836 -1.38653 -0.70072 0.95 0.05 -0.26
```
Forces are in eV/Å.

***

Entry 9:
Entry from the OMol25 dataset: one molecule with the formula C2H2N2O at a distorted geometry (the ωB97M-V functional and the def2-TZVPD basis).

Results
SMILES	c1ncon1
HOMO energy	-11.15	eV
E_LUMO	0.9	eV
ΔE to the lowest compared entry with this formula, charge and spin	142.6	kJ/mol

Structure (XYZ):
```
7
Properties=species:S:1:pos:R:3:forces:R:3
C 0.61396 0.83273 0.16663 -0.02 -0.12 -0.17
N -0.57824 0.38385 0.66205 -0.41 0.22 -0.21
C -0.74315 -0.73274 0.03655 -0.10 0.37 0.37
O 0.24366 -1.09105 -0.76568 0.89 1.30 0.61
N 1.23900 0.02440 -0.63914 -1.43 -0.61 -0.17
H 0.89617 1.86556 0.38410 0.59 -0.65 -0.06
H -1.67139 -1.28275 0.15548 0.49 -0.51 -0.37
```
Forces are in eV/Å.

***

Entry 10:
Entry from the OMol25 dataset: one molecule with the formula C2H2N2O at a distorted geometry (the ωB97M-V functional and the def2-TZVPD basis).

Results
SMILES	[H]/N=C/OC#N
HOMO energy	-11.27	eV
E_LUMO	0.7	eV
ΔE to the lowest compared entry with this formula, charge and spin	186.8	kJ/mol

Structure (XYZ):
```
7
Properties=species:S:1:pos:R:3:forces:R:3
H -2.26622 0.28572 -0.60896 -1.29 -0.99 0.03
N -1.57286 0.73848 -0.07201 1.29 0.87 -0.29
C -0.53541 0.07474 0.05026 -1.11 1.19 0.44
O 0.62631 0.73137 0.44743 -0.08 0.79 0.07
C 1.59302 -0.05508 0.14351 1.17 0.00 0.96
N 2.42947 -0.82872 0.02261 0.54 -0.31 -0.48
H -0.27431 -0.94652 0.01714 -0.51 -1.56 -0.74
```
Forces are in eV/Å.

***

Entry 11:
Entry from the OMol25 dataset: a 2-piece molecular cluster, C2H2N2O overall at a distorted geometry (the ωB97M-V functional and the def2-TZVPD basis).

Results
HOMO energy	-10.00	eV
E_LUMO	1.0	eV
ΔE to the lowest compared entry with this formula, charge and spin	109.3	kJ/mol

Structure (XYZ):
```
7
Properties=species:S:1:pos:R:3:forces:R:3
C -3.54501 0.20452 0.44554 0.00 -0.38 -0.44
C 0.10717 0.04469 -0.24993 -2.84 1.93 -0.42
N -0.55833 1.03975 -0.34360 -1.97 2.10 -0.87
N 0.77260 -0.92544 -0.26867 2.54 -2.61 -0.25
O -3.34553 -0.40236 -0.48632 -0.19 0.29 0.49
H -1.50635 1.27211 -0.78288 2.47 -1.05 1.10
H 1.02504 -1.50412 0.49964 -0.02 -0.28 0.37
```
Forces are in eV/Å.

***

Entry 12:
Entry from the OMol25 dataset: a 2-piece molecular cluster, C2H2N2O overall at a distorted geometry (the ωB97M-V functional and the def2-TZVPD basis).

Results
HOMO energy	-9.99	eV
E_LUMO	-0.4	eV
ΔE to the lowest compared entry with this formula, charge and spin	376.9	kJ/mol

Structure (XYZ):
```
7
Properties=species:S:1:pos:R:3:forces:R:3
C 1.15752 -1.43221 -2.18738 -3.05 0.85 1.45
C 2.15151 -1.77713 -2.82874 4.71 -0.11 -1.26
N -0.99638 -1.16935 -1.15117 2.73 0.14 -1.33
N 0.01901 -1.25762 -1.66275 -1.58 -0.61 0.71
O 3.24737 -1.93011 -3.26544 -2.24 -0.26 0.21
H -3.45870 -0.90309 -0.35194 0.27 -0.62 0.24
H -2.96853 -1.47034 -0.22036 -0.85 0.61 -0.02
```
Forces are in eV/Å.

***

Entry 13:
Entry from the OMol25 dataset: a 2-piece molecular cluster, C2H2N2O2 overall (the ωB97M-V functional and the def2-TZVPD basis).

Results
SMILES	N=C=N.O=C=O
HOMO energy	-10.75	eV
E_LUMO	0.6	eV
ΔE to the lowest compared entry with this formula, charge and spin	1.0	kJ/mol

Structure (XYZ):
```
8
Properties=species:S:1:pos:R:3:forces:R:3
N -0.57316 -0.56093 0.85897 0.12 0.53 0.06
C -0.21777 0.60863 0.97177 -0.02 0.06 0.04
N 0.03029 1.80410 0.93759 -0.16 -0.56 0.05
H -0.82667 -1.07958 1.68986 0.03 0.06 -0.01
H 0.99452 2.10232 0.99500 0.01 -0.01 0.00
O -0.27732 -2.02094 -1.87027 0.32 0.72 0.02
C 0.19113 -0.95701 -1.80319 0.05 -0.05 -0.12
O 0.67898 0.10341 -1.77975 -0.34 -0.76 -0.04
```
Forces are in eV/Å.

***

Entry 14:
Entry from the OMol25 dataset: a 2-piece molecular cluster, C2H2N2O2 overall at a distorted geometry (the ωB97M-V functional and the def2-TZVPD basis).

Results
SMILES	C#[N+][O-].N=C=O
HOMO energy	-10.50	eV
E_LUMO	-0.2	eV
ΔE to the lowest compared entry with this formula, charge and spin	363.9	kJ/mol

Structure (XYZ):
```
8
Properties=species:S:1:pos:R:3:forces:R:3
C -0.78811 2.43331 -0.51092 -0.70 -0.69 -0.89
N -0.52613 1.40928 -1.03784 1.91 0.18 1.34
O 0.10282 0.43643 -1.30196 -0.50 -0.36 -0.88
H -1.60562 3.05783 -0.71472 -0.69 1.05 0.24
N 0.26559 -1.86354 0.32431 -0.53 0.39 -3.75
C 0.81115 -1.93876 1.36768 -0.33 0.21 -0.23
O 1.13619 -2.04119 2.45496 1.31 -0.34 2.86
H 0.60412 -1.49336 -0.58151 -0.48 -0.44 1.30
```
Forces are in eV/Å.

***

Entry 15:
Entry from the OMol25 dataset: a 2-piece molecular cluster, C2H2N2O2 overall at a distorted geometry (the ωB97M-V functional and the def2-TZVPD basis).

Results
SMILES	N#[N+][O-].C=C=O
HOMO energy	-9.07	eV
E_LUMO	0.8	eV
ΔE to the lowest compared entry with this formula, charge and spin	381.5	kJ/mol

Structure (XYZ):
```
8
Properties=species:S:1:pos:R:3:forces:R:3
N 2.13776 0.36772 0.75144 -2.15 1.34 3.59
N 3.04777 0.13995 0.20992 1.60 -0.88 -0.97
O 3.97228 -0.18402 -0.39322 2.68 -0.56 -1.73
C 0.01016 0.70899 -0.38601 -1.36 0.86 -0.61
C -0.65248 1.79658 -0.03095 0.48 -0.37 -0.31
O -1.18818 2.77010 0.30404 -0.03 -0.29 -0.07
H 0.40716 0.10107 0.40208 -0.97 -0.15 -0.27
H 0.30717 0.56120 -1.42452 -0.25 0.06 0.37
```
Forces are in eV/Å.

***

Entry 16:
Entry from the OMol25 dataset: one molecule with the formula C2H2N2O2 at a distorted geometry (the ωB97M-V functional and the def2-TZVPD basis).

Results
SMILES	O=c1nco[nH]1
HOMO energy	-10.37	eV
E_LUMO	0.6	eV
ΔE to the lowest compared entry with this formula, charge and spin	251.9	kJ/mol

Structure (XYZ):
```
8
Properties=species:S:1:pos:R:3:forces:R:3
O 0.88070 -0.27274 1.85836 -1.50 1.27 -4.12
C 0.35993 -0.00754 0.74396 0.07 -0.80 2.22
N -1.01710 0.44951 0.47353 1.69 -0.95 -0.67
C -1.16803 0.26325 -0.80541 0.55 0.89 4.69
O -0.19308 -0.20254 -1.49351 4.04 -0.47 -0.73
N 0.93962 -0.14464 -0.53639 -0.44 -0.42 -0.12
H -2.01057 0.61680 -1.26433 -2.07 0.25 -1.65
H 1.90054 -0.48292 -0.84574 -2.32 0.24 0.37
```
Forces are in eV/Å.

***

Entry 17:
Entry from the OMol25 dataset: a 2-piece molecular cluster, C2H2N2O2 overall at a distorted geometry (the ωB97M-V functional and the def2-TZVPD basis).

Results
HOMO energy (spin up / spin down)	-6.17 / -11.28	eV
E_LUMO (spin up / spin down)	0.8 / -3.3	eV
ΔE to the lowest compared entry with this formula, charge and spin	130.2	kJ/mol
spin multiplicity	3

Structure (XYZ):
```
8
Properties=species:S:1:pos:R:3:forces:R:3
C -2.86171 -0.02997 0.37061 -0.64 1.87 -3.19
C 0.83154 -0.54824 -0.17120 1.93 -3.19 -1.80
N -3.06011 0.53969 -0.60685 -0.30 -0.21 0.60
N 1.70918 0.18890 0.18647 0.00 5.32 3.14
O -0.20796 -0.99338 -0.39878 -4.07 -1.42 -0.27
O 3.03428 0.19979 -0.07527 1.45 1.56 -2.40
H -2.49290 -0.53741 1.15058 0.82 -1.60 2.56
H 3.04768 1.18062 -0.45556 0.80 -2.33 1.36
```
Forces are in eV/Å.

***

Entry 18:
Entry from the OMol25 dataset: one molecule with the formula C2H2N2O2S at a distorted geometry (the ωB97M-V functional and the def2-TZVPD basis).

Results
SMILES	On1oncc1=S
HOMO energy	-9.48	eV
E_LUMO	-1.1	eV
ΔE to the lowest compared entry with this formula, charge and spin	472.0	kJ/mol

Structure (XYZ):
```
9
Properties=species:S:1:pos:R:3:forces:R:3
O 0.95273 0.05642 1.82540 -1.98 -0.94 -0.42
N 0.83904 0.11028 0.42844 0.57 1.86 1.59
O 0.63637 1.45110 -0.02339 -0.26 0.86 0.99
N -0.32354 1.43903 -1.02834 2.09 1.02 0.77
C -0.54707 0.22647 -1.22880 -3.41 -1.73 -3.00
C -0.01968 -0.65185 -0.24912 0.42 -1.27 0.11
S -0.32753 -2.18550 0.10647 -0.57 -1.16 0.18
H 0.06674 -0.37000 2.20622 2.16 1.05 -1.41
H -1.27705 -0.07594 -2.03688 0.98 0.32 1.19
```
Forces are in eV/Å.

***

Entry 19:
Entry from the OMol25 dataset: C2H2N2O2S as an isolated structure at a distorted geometry (the ωB97M-V functional and the def2-TZVPD basis).

Results
HOMO energy (spin up / spin down)	-8.51 / -8.48	eV
E_LUMO (spin up / spin down)	-0.7 / -1.5	eV
ΔE to the lowest compared entry with this formula, charge and spin	442.5	kJ/mol

Structure (XYZ):
```
9
Properties=species:S:1:pos:R:3:forces:R:3
C 0.31832 -0.47668 -2.31213 0.07 3.69 -1.26
C -0.01953 1.67124 0.69991 0.77 -1.86 -0.43
N 0.05100 0.47350 0.71072 -0.07 -2.04 1.04
N -0.58585 0.36514 -2.00172 -0.73 -1.18 0.15
O -1.11177 1.35076 -1.67513 -0.22 0.63 0.15
O -0.03035 2.74479 0.35349 -0.37 3.96 -0.03
S 1.13464 0.33356 -3.56305 1.06 0.01 -0.43
H 0.12435 -1.46596 -2.31461 -0.41 -3.31 0.80
H 0.37984 -0.08893 1.47812 -0.10 0.11 0.01
```
Forces are in eV/Å.

***

Entry 20:
Entry from the OMol25 dataset: a 2-piece molecular cluster, C2H2N2O2S overall at a distorted geometry (the ωB97M-V functional and the def2-TZVPD basis).

Results
HOMO energy	-9.42	eV
E_LUMO	0.0	eV
ΔE to the lowest compared entry with this formula, charge and spin	409.1	kJ/mol

Structure (XYZ):
```
9
Properties=species:S:1:pos:R:3:forces:R:3
C -0.45283 -0.71683 -0.80604 -0.42 0.72 -1.39
C -0.41601 -1.75489 -0.03719 -0.01 -0.42 0.26
N -0.50244 1.31253 1.02371 -1.31 -0.21 0.03
N 0.51958 1.67421 1.24814 -1.28 -0.43 -0.12
O 0.61248 1.39345 -1.68910 0.18 0.56 -0.24
O 1.57507 2.03853 1.51762 2.61 0.91 0.51
S -0.53940 0.49609 -1.86135 0.24 -1.30 0.96
H -0.86055 -1.76724 0.94850 -0.11 0.18 0.12
H 0.06409 -2.67585 -0.34430 0.10 0.00 -0.14
```
Forces are in eV/Å.